1.
The following is a DFT calculation (ωB97M-V with the def2-TZVPD basis set) of a molecular structure, C46H45CuN5O2P2S2.

multiplicity: 2
gap between HOMO and LUMO (spin up / spin down): 7.70 / 6.60 eV
HOMO (spin up / spin down): -7.17 / -7.16 eV
expectation value of S²: 0.7564
E_tot: -5323.78897 hartree
energy relative to the best compared isomer or geometry (same formula, charge and spin): 0.00 kJ/mol

Element x y z (Å)
C  2.03115  3.14177  1.68404
H  2.23862  -0.47397  -5.67362
H  -2.97729  -4.55754  6.43790
C  -2.20845  -5.64682  0.43550
H  -1.03245  1.87614  -1.45118
H  -4.14229  -3.25018  6.17912
S  1.04884  -0.33578  3.45072
Cu  -0.47836  0.23810  1.12515
H  -2.80605  -6.75255  2.17543
C  -2.10089  -2.71548  5.73392
H  -3.52347  4.05029  0.13971
C  1.36760  4.70532  -2.50157
C  -3.19080  0.77056  0.27434
C  -3.93748  1.85321  -0.12290
H  0.37517  4.63375  -4.40365
H  -1.75312  0.10949  3.86536
H  2.86825  -2.51131  2.97628
H  -0.01492  0.20161  -4.11631
C  2.38315  -2.85975  2.08274
H  1.65183  -2.45602  -4.51897
C  -2.43672  -1.53493  5.07374
H  -0.50779  -4.07641  6.18308
H  3.36799  -2.88056  -4.64761
H  2.71882  1.99358  -4.70489
C  4.43404  3.32996  1.81179
H  -3.46011  -1.17535  5.10879
H  2.16203  4.58289  -0.51868
S  2.90268  0.08437  -1.04168
N  2.84044  0.14852  -3.75393
H  -3.07722  -3.22461  7.58097
C  -2.50330  -2.29106  -2.54159
C  -0.69998  -0.72057  -2.31037
H  -3.16170  -2.68009  -4.54228
C  -1.58232  -1.22359  -4.49037
H  -0.92165  3.22078  2.61504
N  0.81930  -2.47484  0.33555
C  1.92644  3.83172  2.88788
H  -3.24693  -2.94510  -2.10217
H  4.31902  1.62419  -4.01832
H  5.41187  3.12380  1.39365
H  2.96150  2.05394  -2.95179
C  4.31949  4.02848  3.00705
H  2.55063  -2.50072  -2.15470
C  -1.61455  -1.59123  -1.72420
C  -2.63303  -5.77174  1.75007
C  -2.47327  -2.12468  -3.91761
C  1.44318  4.17680  -1.21817
H  3.96266  -0.68309  -5.33201
H  0.65498  -3.90798  -1.12136
C  -0.78406  -3.15948  5.67464
P  -1.77332  -1.55698  0.09318
H  -1.16629  2.81655  -3.71254
C  2.13919  -4.47258  0.32290
C  -3.43439  -0.70587  0.20988
C  3.29690  2.88258  1.15515
C  -0.34130  2.65914  -1.74312
C  -1.48534  -0.81290  4.36928
C  -3.13331  -3.48118  6.52081
C  0.59408  3.14373  -0.82392
H  0.95409  4.01354  3.32644
C  -0.17110  -1.27191  4.33350
H  1.21292  -2.77907  4.96541
O  2.32122  -0.62461  4.05262
H  5.20782  4.36967  3.52354
H  2.97052  4.81170  4.48076
C  0.43721  4.21465  -3.40638
O  0.56721  1.02634  3.49987
H  -2.73306  -2.49650  2.58736
H  3.50773  -4.66452  1.97628
C  -0.42165  3.19340  -3.02151
H  3.39243  2.32804  0.23081
C  -2.59377  -3.37892  1.97350
H  -4.06650  -0.97036  -0.63611
H  2.39761  -5.40600  -0.15939
C  -2.82403  -4.63158  2.52127
N  2.84498  -1.86124  -2.87580
H  -1.61825  -4.31575  -1.13076
C  3.06500  4.27837  3.54328
C  -2.17493  -3.24300  0.64845
H  -3.14199  -4.71634  3.55358
C  -0.70196  -0.51643  -3.68574
P  0.57323  2.43185  0.87180
H  -3.92890  -1.06247  1.11836
C  -0.92369  3.31038  1.52605
H  -0.91168  4.36285  1.24775
C  -1.96955  -4.39102  -0.10860
C  1.39596  -2.06569  1.45685
H  0.02354  -0.20414  -1.68660
H  -2.05780  -6.52978  -0.17291
H  2.03644  5.50714  -2.79122
H  -1.58136  -1.07261  -5.56333
C  3.23857  1.53380  -3.86430
C  0.18491  -2.44276  4.98765
N  0.94028  -0.79993  1.90236
N  -2.06193  1.21218  0.92685
C  2.86054  -0.53971  -2.58504
C  1.18262  -3.63780  -0.20664
H  -4.88739  1.82207  -0.63720
C  -3.23098  3.02176  0.29699
C  2.74456  -4.05537  1.50697
C  2.66818  -2.12486  -4.29655
C  2.95866  -0.74406  -4.90032
C  -2.08857  2.58979  0.92305

2.
The following is a DFT calculation (ωB97M-V with the def2-TZVPD basis set) of a molecular structure, C46H45IN4OPTc.

multiplicity: 4
gap between HOMO and LUMO (spin up / spin down): 6.75 / 5.36 eV
total charge: +1
HOMO (spin up / spin down): -9.05 / -9.64 eV
expectation value of S²: 3.8849
E_tot: -2793.66057 hartree
energy relative to the best compared isomer or geometry (same formula, charge and spin): 279.75 kJ/mol

Element x y z (Å)
H  -2.10410  1.52600  -6.41060
H  2.63680  3.35790  0.61020
C  -3.28690  1.49170  6.33070
C  -1.98210  -5.41180  0.84660
H  -2.05180  -0.72270  -5.73470
H  -2.39650  -4.16190  5.59840
H  2.03850  4.80160  1.39210
H  0.72890  1.22790  3.17510
H  -4.42140  1.23670  0.95900
H  4.10090  -3.20990  3.72460
H  2.47190  0.30770  -2.80240
H  4.25590  1.80750  -3.05640
I  -1.70110  1.92480  2.36610
C  -2.80960  -0.79920  5.71800
C  2.36620  -2.03220  4.16250
C  -1.76590  1.33240  -5.40090
C  -3.03060  -5.22610  -0.03560
H  -3.51860  -6.07500  -0.48850
H  3.21360  -4.01070  1.56770
C  -2.82380  1.88230  5.07520
H  -4.22630  -3.78020  -1.06080
C  5.03320  1.73870  -1.09630
C  -1.72930  0.00380  -4.99700
H  -1.58150  3.39230  -5.09940
H  4.00100  1.12990  2.07410
H  0.82750  3.48020  3.05770
C  -2.79320  -2.85450  0.22640
C  -1.35230  -0.53220  -3.78780
H  -3.63990  2.23060  7.03160
N  -0.27940  1.76950  -1.12630
H  2.74720  -1.69430  5.11420
H  0.54380  -0.95880  4.36920
C  -3.98020  0.27790  0.68170
H  0.88400  -1.69170  -3.37820
H  5.85240  1.66120  0.83400
H  0.26870  4.75400  0.02950
H  -1.27850  -2.59280  -2.13800
C  2.11050  -2.14280  -1.65280
C  -2.80810  0.55270  -0.25340
H  0.54680  3.56530  -1.83180
C  3.00730  0.58420  -1.90270
H  -0.49390  -4.52250  2.06240
C  1.39430  -2.90400  1.73090
C  -3.27160  0.16420  6.63760
H  2.57630  3.35370  3.10960
C  -1.75570  -3.02370  1.14010
H  -4.74170  -0.26400  0.12330
Tc  -0.69850  0.33240  0.26050
C  1.79410  3.75920  1.17490
C  0.85570  -2.35540  -2.51170
H  -0.88940  3.51000  -2.96100
H  -0.31400  3.37180  0.90900
C  -2.39570  -3.12570  5.30390
C  3.12780  -2.88780  3.38710
C  -2.36790  0.96060  4.15870
N  1.45910  0.87590  1.28080
H  -3.09600  -1.86100  -0.06250
H  2.45490  1.10540  3.10700
C  2.48070  -0.00880  -0.70310
C  -0.74180  1.49350  -2.35720
C  4.95750  1.46010  0.26160
H  -3.18720  -2.36740  7.13090
C  -0.41250  -2.09500  -1.68410
C  2.54440  0.74190  0.57190
C  1.11620  -1.62070  3.73370
C  2.63410  -3.32880  2.17120
C  -3.42360  -3.93950  -0.35700
H  1.03140  -3.23840  0.77260
C  0.62320  2.89400  -0.97530
C  -2.33090  -0.43220  4.40910
H  2.96740  -1.90220  -2.29610
C  -0.99910  2.49460  -3.31520
C  1.69330  3.06400  2.53910
H  -1.56850  -3.58120  3.42630
C  -1.44950  2.43120  -4.61900
O  -3.04850  1.00070  -1.34680
H  5.93530  2.21850  -1.44590
H  -1.43690  -1.60760  -3.76210
H  -1.66430  -6.41130  1.10080
C  -1.33730  -4.32760  1.41440
C  -2.83220  -2.14310  6.13710
H  -3.61130  -0.17650  7.60300
H  0.84580  -3.38080  -2.87990
H  -3.71900  -0.27660  1.57830
N  -0.64530  -0.67790  -1.49980
C  -0.94170  0.06480  -2.57110
P  -1.01740  -1.49260  1.87680
C  -1.87350  -1.48720  3.55560
C  -1.92230  -2.77700  4.04190
C  4.07070  1.43180  -2.05810
C  1.59130  1.51490  2.57070
C  0.52010  3.73140  0.31030
H  2.34850  -3.07620  -1.13070
C  3.85400  1.10480  1.00220
H  -2.81660  2.93070  4.81700
H  -0.26440  -2.53410  -0.69780
N  1.92790  -1.16720  -0.61130
H  1.63210  2.45960  -1.03280
C  0.60890  -2.06410  2.51360